1.
Computed, not measured: C6H24F18N3O24S6 as an isolated structure in a non-equilibrium geometry, with wB97M-V/def2-TZVPD.

## Properties
2S+1: 2
Strongest force on any atom (eV/Å): 7.4
Net charge: -2
Frontier orbital gap (spin up / spin down) (eV): 7.91 / 2.85
LUMO (spin up / spin down) (Ha): 0.12411 / -0.06183

Last column: Löwdin charge in e.
Cartesian coordinates (Å):
C (1.743, 2.023, -2.359)  -0.6278
F (1.729, 3.204, -1.710)  0.1103
F (0.616, 2.064, -3.051)  0.1479
F (2.787, 1.883, -3.137)  0.1895
S (1.610, 0.630, -0.988)  0.7647
O (1.716, -0.628, -1.724)  -0.2691
O (2.764, 0.857, -0.079)  -0.2966
N (0.105, 1.001, -0.234)  -0.3121
S (-0.312, -0.413, 0.207)  0.6470
O (-0.926, -1.249, -0.840)  -0.2738
O (0.609, -1.081, 1.149)  -0.2950
C (-1.789, -0.077, 1.352)  -0.5996
F (-2.752, 0.730, 0.819)  0.1168
F (-2.322, -1.196, 1.848)  0.1365
F (-1.355, 0.618, 2.394)  0.1247
C (3.011, 0.512, 4.165)  -0.6035
F (2.214, 0.808, 5.174)  0.1249
F (3.500, -0.698, 4.474)  0.1225
F (2.274, 0.418, 3.032)  0.1084
S (4.445, 1.894, 4.053)  0.7288
O (3.773, 3.132, 4.355)  -0.3361
O (5.539, 1.455, 4.917)  -0.3245
N (5.027, 1.791, 2.302)  -0.2492
S (4.383, 3.059, 1.553)  0.5865
O (4.637, 2.956, 0.120)  -0.3113
O (2.997, 3.304, 1.837)  -0.3474
C (5.419, 4.623, 2.194)  -0.7012
F (6.083, 5.119, 1.215)  0.1690
F (4.626, 5.540, 2.633)  0.1650
F (6.290, 4.277, 3.182)  0.0968
C (-2.041, -4.734, -1.368)  -0.6567
F (-1.651, -5.943, -1.085)  0.1501
F (-2.710, -4.212, -0.297)  0.0999
F (-0.978, -4.055, -1.665)  0.1500
S (-3.198, -4.897, -2.993)  0.7443
O (-2.189, -4.814, -4.042)  -0.3519
O (-3.917, -6.176, -2.932)  -0.3667
N (-4.343, -3.449, -2.974)  -0.2571
S (-5.509, -4.006, -2.087)  0.5204
O (-5.244, -4.880, -0.971)  -0.3282
O (-6.140, -2.760, -1.627)  -0.3435
C (-6.686, -4.827, -3.421)  -0.6063
F (-7.095, -3.892, -4.344)  0.0849
F (-6.122, -5.859, -4.047)  0.1023
F (-7.707, -5.343, -2.724)  0.0938
O (-3.842, -0.463, -2.188)  -0.0558
H (-3.971, 0.478, -2.067)  0.0157
H (-3.480, -0.765, -1.355)  -0.0171
O (0.499, 3.186, 1.040)  0.3816
H (0.366, 2.407, 0.500)  -0.0106
H (1.416, 3.137, 1.309)  0.0462
O (-1.827, 3.146, -0.324)  -0.0504
H (-1.299, 2.396, -0.596)  -0.0191
H (-2.717, 2.925, -0.598)  0.0453
O (-1.975, -2.109, -3.242)  -0.0813
H (-1.389, -2.029, -2.490)  -0.0227
H (-1.394, -2.283, -3.982)  0.0392
O (4.879, -0.770, 1.167)  -0.0785
H (4.178, -0.169, 0.915)  -0.0359
H (4.601, -1.620, 0.824)  -0.0122
O (2.491, -2.750, 2.418)  -0.0503
H (2.037, -3.233, 3.108)  0.0293
H (1.805, -2.230, 1.999)  -0.0262
O (0.047, 5.374, -0.843)  -0.0392
H (-0.458, 5.335, -1.655)  0.0344
H (0.825, 5.885, -1.069)  0.0345
O (-4.484, -1.485, 0.506)  -0.0401
H (-3.917, -1.307, 1.257)  -0.0100
H (-5.124, -2.117, 0.833)  0.0423
O (2.350, 0.633, -5.686)  -0.0444
H (3.033, 1.289, -5.823)  0.0245
H (1.831, 0.654, -6.490)  0.0299
O (-0.975, 2.471, 4.527)  -0.0335
H (-1.281, 2.563, 5.429)  0.0488
H (-0.291, 1.803, 4.572)  0.0347
O (3.927, -2.813, -0.842)  -0.0406
H (3.853, -3.589, -0.287)  0.0366
H (3.042, -2.671, -1.177)  0.0220
O (-1.754, 4.012, 2.311)  -0.0474
H (-1.804, 3.259, 2.901)  -0.0124
H (-2.106, 4.741, 2.822)  0.0356

2.
Computed, not measured: a 8-piece molecular cluster, C46H75N4O27P4 overall in a non-equilibrium geometry, with wB97M-V/def2-TZVPD.

## Properties
Strongest force on any atom (eV/Å): 4.6
Net charge: +1
Frontier orbital gap (eV): 8.06
LUMO (Ha): -0.10034

Last column: Löwdin charge in e.
Cartesian coordinates (Å):
C (-1.283, -3.563, 4.551)  -0.0628
C (-0.318, -3.427, 3.286)  -0.2656
O (0.038, -2.050, 2.990)  -0.2535
P (-1.124, -1.233, 2.144)  0.6123
O (-1.659, -0.025, 2.858)  -0.3125
C (-0.545, -0.872, 0.416)  -0.1861
C (0.525, 0.290, 0.284)  -0.1102
C (0.108, 1.651, 0.904)  -0.2137
N (0.319, 2.075, 2.216)  -0.0980
P (1.146, 1.274, 3.576)  1.0143
C (2.534, 0.155, 3.007)  -0.2628
C (2.062, 2.665, 4.493)  -0.3457
C (2.912, 3.421, 3.384)  -0.1543
C (-0.298, 3.344, 2.248)  -0.1387
C (-0.479, 4.352, 3.420)  -0.1638
C (-1.454, 3.981, 4.463)  0.0293
C (-1.555, 5.018, 5.525)  -0.0205
C (-0.696, 6.188, 5.366)  -0.1454
N (0.171, 6.514, 4.374)  0.0568
C (0.291, 5.588, 3.382)  -0.1129
C (-0.860, 3.770, 0.984)  -0.1342
C (-1.610, 5.078, 0.610)  -0.2168
N (-3.006, 4.931, 1.122)  0.0115
N (-0.542, 2.623, 0.177)  -0.2205
P (-1.049, 2.756, -1.506)  0.9840
P (-2.132, 1.026, -2.233)  0.3700
O (-2.776, 1.446, -3.525)  -0.3557
O (-3.364, 0.510, -1.246)  -0.2036
O (-1.047, -0.212, -2.669)  -0.2218
O (-2.441, -2.270, 1.979)  -0.2461
C (-3.537, -1.613, 1.315)  -0.2946
C (-4.889, -1.678, 2.170)  -0.0291
H (-1.905, -2.629, 4.655)  0.0789
H (-0.623, -3.625, 5.452)  0.0753
H (-1.917, -4.489, 4.495)  0.0902
H (-0.681, -4.015, 2.402)  0.1156
H (0.641, -3.932, 3.604)  0.1229
H (-1.456, -0.754, -0.218)  0.0479
H (-0.033, -1.813, 0.047)  0.1233
H (0.646, 0.478, -0.825)  0.1024
H (1.509, -0.104, 0.631)  0.1035
H (3.396, 0.340, 3.719)  0.0622
H (2.948, 0.433, 1.990)  0.0393
H (2.309, -0.937, 3.068)  0.0376
H (2.818, 2.190, 5.184)  0.0908
H (1.371, 3.330, 5.064)  0.0640
H (2.304, 4.071, 2.707)  0.0445
H (3.454, 2.694, 2.708)  0.0519
H (3.722, 4.078, 3.817)  0.0821
H (-2.045, 3.039, 4.461)  0.1216
H (-2.259, 4.876, 6.382)  0.1063
H (-0.766, 6.940, 6.200)  0.1125
H (1.006, 5.771, 2.549)  0.1210
H (-1.179, 5.997, 1.078)  0.1199
H (-1.634, 5.241, -0.502)  0.0811
H (-3.502, 5.818, 1.027)  0.0784
H (-3.499, 4.211, 0.592)  0.0680
H (0.176, 2.738, -2.261)  -0.0105
H (-3.739, -0.278, -1.699)  0.0878
H (-1.571, -0.924, -3.092)  0.0787
H (-3.372, -0.530, 1.085)  0.0801
H (-3.724, -2.137, 0.328)  0.1176
H (-5.659, -2.262, 1.593)  0.0848
H (-4.678, -2.104, 3.181)  0.0773
H (-5.300, -0.627, 2.226)  0.0751
C (-1.289, -0.482, -6.173)  -0.0272
C (-1.608, -0.132, -7.608)  -0.3259
C (-3.024, 0.325, -7.820)  -0.1022
O (-3.256, -0.034, -9.181)  0.0681
C (-2.450, -1.101, -9.446)  -0.5415
O (-2.529, -1.780, -10.419)  0.1693
O (-1.544, -1.290, -8.445)  0.0701
H (-0.299, -0.934, -6.104)  0.0733
H (-1.314, 0.405, -5.536)  0.0708
H (-1.997, -1.217, -5.778)  0.0915
H (-0.886, 0.598, -7.989)  0.1658
H (-3.147, 1.397, -7.672)  0.1424
H (-3.749, -0.207, -7.196)  0.1397
C (1.587, -5.952, -8.754)  -0.0112
C (1.169, -5.059, -7.610)  -0.3296
C (0.296, -3.909, -8.024)  -0.1003
O (0.577, -2.938, -7.013)  0.0301
C (1.843, -3.187, -6.578)  -0.5480
O (2.472, -2.449, -5.882)  0.1512
O (2.297, -4.380, -7.044)  0.0911
H (2.323, -6.680, -8.416)  0.0649
H (0.731, -6.485, -9.169)  0.1015
H (2.061, -5.374, -9.551)  0.0942
H (0.702, -5.655, -6.818)  0.1612
H (-0.763, -4.165, -8.034)  0.1439
H (0.567, -3.482, -8.993)  0.1458
C (-7.551, 1.930, 5.197)  -0.0333
C (-7.331, 0.665, 5.992)  -0.3349
C (-6.013, 0.624, 6.711)  -0.1074
O (-5.762, -0.777, 6.800)  0.0626
C (-6.396, -1.354, 5.739)  -0.5467
O (-6.232, -2.483, 5.389)  0.1486
O (-7.231, -0.472, 5.130)  0.0871
H (-8.453, 1.848, 4.590)  0.0830
H (-7.647, 2.796, 5.855)  0.0917
H (-6.724, 2.102, 4.507)  0.0759
H (-8.168, 0.495, 6.677)  0.1617
H (-6.057, 1.077, 7.700)  0.1402
H (-5.196, 1.082, 6.144)  0.1368
C (-7.068, 1.931, -2.274)  -0.0139
C (-6.972, 1.030, -1.065)  -0.3499
C (-8.195, 0.191, -0.831)  -0.0959
O (-8.146, -0.021, 0.581)  0.0707
C (-7.495, 1.049, 1.114)  -0.5379
O (-7.450, 1.301, 2.276)  0.1569
O (-6.905, 1.797, 0.139)  0.0871
H (-6.212, 2.608, -2.314)  0.0863
H (-7.097, 1.348, -3.196)  0.0946
H (-7.961, 2.557, -2.226)  0.0937
H (-6.068, 0.415, -1.124)  0.1356
H (-8.167, -0.755, -1.370)  0.1432
H (-9.129, 0.709, -1.069)  0.1444
C (7.878, 0.899, 2.350)  -0.0228
C (7.273, 1.757, 1.264)  -0.3224
C (6.975, 3.163, 1.694)  -0.0990
O (5.899, 3.522, 0.821)  0.0626
C (5.254, 2.369, 0.503)  -0.5685
O (4.190, 2.318, -0.042)  0.1244
O (5.971, 1.284, 0.894)  0.0833
H (7.942, -0.141, 2.020)  0.0922
H (8.875, 1.245, 2.615)  0.0820
H (7.257, 0.904, 3.247)  0.0855
H (7.905, 1.734, 0.370)  0.1638
H (7.824, 3.833, 1.564)  0.1457
H (6.619, 3.235, 2.725)  0.1241
C (7.809, 6.475, 4.711)  -0.0174
C (8.005, 5.187, 5.478)  -0.3375
C (9.329, 5.091, 6.181)  -0.0958
O (9.536, 3.679, 6.241)  0.0772
C (8.878, 3.141, 5.181)  -0.5277
O (9.002, 2.015, 4.811)  0.1535
O (8.062, 4.063, 4.593)  0.0577
H (6.895, 6.428, 4.115)  0.0855
H (7.744, 7.328, 5.388)  0.0951
H (8.631, 6.643, 4.011)  0.0927
H (7.170, 5.030, 6.169)  0.1614
H (9.309, 5.525, 7.180)  0.1448
H (10.154, 5.535, 5.616)  0.1442
C (4.503, -11.305, -5.717)  -0.0214
C (3.926, -10.453, -6.824)  -0.3397
C (3.613, -9.043, -6.407)  -0.1011
O (2.564, -8.689, -7.308)  0.0298
C (1.927, -9.850, -7.640)  -0.5419
O (0.885, -9.904, -8.211)  0.1693
O (2.639, -10.932, -7.224)  0.0915
H (4.580, -12.346, -6.039)  0.0900
H (5.494, -10.953, -5.427)  0.0920
H (3.855, -11.297, -4.837)  0.0905
H (4.583, -10.478, -7.700)  0.1620
H (4.465, -8.372, -6.518)  0.1433
H (3.230, -8.966, -5.385)  0.1409

Question: What is the strongest force on any atom in the second record?
Answer: 4.6 eV/Å

Question: Look up the net charge of the first one.
Answer: -2

Question: Look up the net charge of the first one.
Answer: -2